DFT (the ωB97M-V functional and the def2-TZVPD basis) results for one molecule with the formula C6H3Cl4NO2 in a non-equilibrium geometry.

Its net charge is 0. The spin multiplicity is 3. The value obtained for the total energy is -2276.1859 Ha.

Atoms and positions in Å:
Cl 2.38 -2.00 -1.12
Cl 1.66 0.77 -1.31
Cl -2.53 -0.81 -2.48
Cl -0.15 -1.43 1.56
O 1.58 0.06 3.05
O 1.35 1.97 2.10
N 1.09 0.79 2.23
C -1.33 -0.38 -1.32
C -1.49 0.70 -0.54
C -0.17 -1.25 -1.31
C -0.56 1.06 0.49
C 0.12 0.23 1.30
C 1.11 -0.85 -1.21
H -0.36 -2.31 -1.37
H -0.37 2.12 0.63
H -2.34 1.35 -0.70



DFT (the ωB97M-V functional and the def2-TZVPD basis) results for a 7-piece molecular cluster, C44H47BrFIN9O3S overall in a non-equilibrium geometry.

Its net charge is +1. The value obtained for the total energy is -5792.3994 Ha.

Atoms and positions in Å:
I -1.25 2.49 -4.07
Br 1.79 1.86 -1.80
S -3.95 0.75 -0.86
F 1.30 -2.48 2.05
O 0.57 -4.79 2.25
O -0.90 -4.91 -1.07
O 0.70 1.66 -6.26
N 2.51 -1.47 -1.98
N 1.63 -2.28 -1.35
N 6.87 2.65 4.35
N -8.86 -1.02 0.89
N 6.44 2.42 -1.68
N -0.86 -3.32 0.81
N -7.37 -0.44 4.80
N -6.73 1.83 -2.02
N 9.69 -0.28 2.53
C -0.55 -2.13 -2.94
C -3.09 -1.79 -2.14
C 5.99 0.71 5.48
C -6.85 -0.08 3.61
C 5.10 1.52 6.19
C 3.14 1.52 -3.29
C 2.88 0.08 -4.05
C -9.98 -3.51 0.28
C 10.92 -0.39 1.99
C 6.20 4.04 0.09
C 9.42 -2.66 2.21
C -3.02 -0.16 -2.22
C -4.79 -1.21 4.02
C 8.96 -1.41 2.62
C 10.69 -2.74 1.65
C 0.43 -1.17 -3.82
C -5.58 -0.44 3.18
C -2.09 -2.55 -3.25
C 7.09 3.32 0.89
C 0.35 -3.57 1.71
C -6.58 -1.19 5.60
C -0.10 -0.53 -5.23
C -6.64 2.62 -3.11
C -8.89 -1.50 -0.38
C 7.66 2.15 0.39
C 1.88 -0.95 -3.19
C 11.46 -1.58 1.54
C 6.85 1.32 4.58
C -7.86 1.95 -1.28
C 6.00 3.41 5.05
C 5.91 3.55 -1.17
C 0.25 -2.65 -1.65
C -9.40 -1.81 1.84
C -9.43 -2.72 -0.73
C -8.77 3.63 -2.71
C -5.30 -1.59 5.26
C 7.31 1.75 -0.89
C 5.10 2.89 5.97
C 3.28 2.81 -4.28
C -0.55 -3.68 -0.63
C -7.62 3.53 -3.49
C -0.10 1.10 -5.31
C -8.89 2.82 -1.58
C -9.96 -3.05 1.59
H 12.46 -1.62 1.11
H 3.94 -0.48 -4.04
H 2.28 3.14 -4.81
H 4.42 3.54 6.50
H -5.22 -0.12 2.20
H 3.59 3.73 -3.59
H 5.22 4.07 -1.83
H -10.41 -4.48 0.04
H 7.56 0.74 4.01
H -2.21 -3.71 -2.99
H -9.55 4.33 -2.98
H 6.03 4.47 4.84
H 2.05 -2.73 -0.48
H -7.49 4.14 -4.38
H -2.45 -2.41 -4.35
H 4.41 1.08 6.91
H -3.35 0.14 -3.32
H 0.44 -1.02 -6.18
H -10.38 -3.65 2.39
H 6.01 -0.36 5.63
H -9.43 -3.05 -1.76
H -7.01 -1.47 6.56
H 8.35 1.57 0.98
H -7.50 0.53 2.99
H -1.01 -2.26 0.78
H 8.79 -3.54 2.31
H -1.24 -0.87 -5.34
H -5.73 2.51 -3.70
H -7.90 1.31 -0.41
H 5.74 4.95 0.45
H 4.16 2.61 -5.04
H 11.48 0.54 1.92
H 7.34 3.67 1.88
H -4.32 1.99 -1.46
H -9.77 2.88 -0.95
H 11.08 -3.69 1.31
H 7.98 -1.30 3.06
H -4.22 -2.12 -2.28
H -9.37 -1.41 2.85
H -2.80 -2.09 -1.02
H -8.45 -0.84 -1.12
H 4.18 1.43 -2.71
H -1.88 0.18 -2.13
H 2.59 0.17 -5.18
H -4.70 -2.19 5.94
H 7.72 0.84 -1.32
H -3.79 -1.51 3.72



DFT (the ωB97M-V functional and the def2-TZVPD basis) results for C30H60Cu2O15S2 as an isolated structure in a non-equilibrium geometry.

Its net charge is +2. The spin multiplicity is 3. Its energy above the lowest of the compared OMol25 structures with the same formula, charge and spin is 0.0 kcal/mol.

Atoms and positions in Å:
Cu 1.60 -1.29 1.20
Cu -1.69 1.75 -1.81
S 1.97 -1.37 -6.43
S -0.04 0.06 -0.48
O 0.56 -0.88 -5.77
O 3.10 -0.51 2.68
O 1.74 -1.89 -7.73
O -2.98 0.16 -2.31
O 3.18 -1.54 -0.24
O 1.47 -3.25 1.72
O -3.68 2.15 -0.63
O 2.60 0.14 -6.49
O 2.65 -2.14 -5.44
O -1.06 1.00 0.00
O -0.17 0.21 -1.93
O 1.28 0.44 0.10
O -1.22 3.68 -0.56
O -0.19 -1.32 -0.02
O 0.41 -0.93 2.97
C 0.85 -4.20 0.82
C -0.44 4.01 0.61
C -3.89 -1.56 -3.74
C -5.08 2.99 1.08
C 3.58 -1.97 -2.46
C -3.72 2.30 0.79
C -3.09 -0.23 -3.72
C -1.66 -1.01 4.15
C -0.50 -1.17 5.13
C 0.74 0.25 -4.95
C 3.14 0.92 2.84
C -3.54 -0.89 -1.52
C 1.83 1.04 -5.70
C -1.82 5.89 -0.06
C -4.96 2.47 -1.20
C -0.92 5.42 1.05
C 0.95 -5.27 2.91
C -4.59 -1.56 -2.37
C 0.57 -0.46 4.32
C 4.61 -0.97 -2.04
C 3.29 -2.68 -1.13
C 4.16 -0.55 -0.61
C -1.58 4.90 -1.21
C -1.02 -1.24 2.80
C 5.18 0.08 3.63
C 4.62 1.28 2.84
C 4.42 -1.06 2.96
C -5.50 3.54 -0.30
C 1.50 -3.86 3.05
C 0.02 -5.07 1.71
H -2.86 5.67 0.20
H -3.12 -2.33 -3.87
H 2.76 1.17 3.84
H -4.05 -0.44 -0.67
H -0.02 6.00 1.27
H 2.54 -3.84 3.39
H 1.53 -0.78 4.74
H 4.01 -2.61 -3.23
H -1.41 -0.57 2.04
H 3.65 0.41 -0.69
H -0.65 -0.64 6.07
H 0.62 4.01 0.36
H -4.78 -2.58 -2.04
H 4.28 -2.01 3.47
H -0.19 0.80 -4.86
H -1.38 5.34 2.04
H -0.92 -4.56 1.96
H -3.47 0.61 -4.29
H 2.48 1.60 -5.03
H 1.34 1.76 -6.36
H 4.64 -0.07 -2.66
H 4.11 -3.31 -0.76
H -2.42 -1.76 4.36
H 6.24 -0.02 3.45
H -0.23 -2.22 5.26
H -2.08 -0.40 -4.08
H -4.92 2.70 -2.26
H 2.36 -3.23 -1.24
H -5.55 1.55 -1.14
H -3.71 1.32 1.27
H -1.71 6.91 -0.42
H 5.63 -1.36 -1.97
H 0.47 0.62 4.43
H 4.95 1.42 1.81
H -1.18 -2.27 2.49
H -0.83 5.21 -1.94
H -4.89 3.84 1.75
H 4.96 0.18 4.69
H -4.56 -1.69 -4.59
H -6.58 3.69 -0.37
H -2.14 -0.03 4.20
H 1.10 -0.08 -3.97
H -2.86 2.89 1.09
H 1.75 -5.98 2.68
H -2.53 4.83 -1.74
H 0.46 -5.61 3.82
H -2.84 -1.58 -1.05
H -0.66 3.23 1.35
H 2.49 1.43 2.12
H 1.58 -4.86 0.33
H -5.55 -1.06 -2.50
H 2.67 -1.52 -2.85
H 5.03 -0.57 0.04
H 0.86 -3.31 3.73
H 4.87 -1.17 1.97
H -0.30 -5.97 1.19
H 0.29 -3.69 0.04
H -5.79 2.38 1.64
H 4.84 2.18 3.41
H -5.04 4.52 -0.43



Q: Among the records above, which one has the lowest net charge?
A: C6H3Cl4NO2



Q: What is the net charge in the second record?
A: +1



Q: Among the records above, which one has the lowest net charge?
A: C6H3Cl4NO2